No. 1
This record from the OMol25 dataset describes C24H22Cl2NO5RhSSe2 as an isolated structure. The level of theory is the ωB97M-V functional and the def2-TZVPD basis.

Positions of all 58 atoms, in Å:
Rh: 1.044 1.308 -1.299
C: 1.294 4.741 -0.177
Se: 0.238 3.159 0.229
C: -1.377 3.691 -0.725
C: -1.207 3.681 -2.230
Se: -0.634 1.942 -2.910
C: -2.270 0.997 -2.462
H: 0.765 5.614 0.200
H: 1.485 4.809 -1.243
H: 2.242 4.614 0.337
H: -1.655 4.686 -0.374
H: -2.152 2.997 -0.401
H: -0.441 4.385 -2.551
H: -2.135 3.936 -2.744
H: -3.096 1.457 -3.000
H: -2.432 1.011 -1.388
H: -2.146 -0.033 -2.784
O: 0.012 -3.465 -0.512
C: 0.781 -2.917 -1.240
N: 0.889 -1.513 -1.431
C: 1.834 -1.199 -2.380
O: 2.103 -0.054 -2.713
C: 2.397 -2.472 -2.879
C: 3.367 -2.712 -3.828
C: 3.682 -4.044 -4.089
C: 3.040 -5.080 -3.418
C: 2.061 -4.824 -2.460
C: 1.759 -3.505 -2.206
H: 3.861 -1.900 -4.344
H: 4.439 -4.279 -4.825
H: 3.310 -6.103 -3.644
H: 1.561 -5.623 -1.929
C: -3.630 -2.436 5.008
C: -4.250 -1.261 5.715
O: -4.795 -1.334 6.782
S: -4.167 0.355 4.939
C: -3.148 0.092 3.512
C: -1.766 0.256 3.592
C: -0.968 0.060 2.482
C: -1.536 -0.303 1.247
C: -2.931 -0.451 1.175
C: -3.722 -0.252 2.291
C: -0.707 -0.485 0.120
C: 0.178 -0.516 -0.749
H: -2.565 -2.269 4.850
H: -4.082 -2.573 4.025
H: -3.786 -3.319 5.622
H: -1.319 0.540 4.536
H: 0.105 0.190 2.544
H: -3.383 -0.742 0.235
H: -4.796 -0.372 2.224
Cl: 6.140 1.826 0.640
C: 4.492 1.464 1.155
Cl: 4.025 2.451 2.565
C: 3.463 1.744 0.047
O: 2.544 0.846 0.028
O: 3.531 2.753 -0.632
H: 4.453 0.428 1.466

Calculated values
Total charge   0
DFT total energy   -7590.677311 hartree
Orbital gap (alpha / beta)   5.57 / 5.57 eV
2S+1   1
M   768.24 Da

Atom charges from the natural (NBO) analysis, given in e for atoms 1 to 4:
1 Rh 0.3780
2 C -0.7854
3 Se 0.5138
4 C -0.5917

***

No. 2
This record from the OMol25 dataset describes C24H22ClF7N5O7PdS2 as an isolated structure. The level of theory is the ωB97M-V functional and the def2-TZVPD basis.

Positions of all 69 atoms, in Å:
Pd: 0.694 0.167 -3.853
F: 1.282 -2.778 2.274
C: 1.019 -1.493 1.946
C: 1.459 -1.013 0.746
C: 1.226 0.309 0.385
C: 1.577 0.699 -0.996
O: 2.102 -0.115 -1.761
C: 1.193 2.049 -1.329
C: 0.684 2.856 -0.363
N: 0.388 2.501 0.909
C: -0.048 3.591 1.769
C: -1.232 3.563 2.685
C: 0.172 3.671 3.245
C: 0.583 1.174 1.284
C: 0.094 0.638 2.481
C: 0.285 -0.691 2.819
N: -0.329 -1.185 3.994
C: -0.114 -0.509 5.258
C: -1.476 -0.404 5.965
N: -2.332 -1.539 5.461
C: -1.524 -2.795 5.341
C: -0.546 -2.612 4.169
C: 1.318 2.715 -2.675
O: 1.329 3.925 -2.744
O: 1.399 1.975 -3.752
H: 1.980 -1.657 0.050
H: 0.475 3.882 -0.633
H: 0.094 4.519 1.238
H: -1.785 2.643 2.798
H: -1.852 4.448 2.697
H: 0.602 2.821 3.753
H: 0.493 4.625 3.637
H: -0.515 1.231 3.142
H: 0.292 0.486 5.097
H: 0.605 -1.052 5.884
H: -1.998 0.519 5.722
H: -1.401 -0.502 7.047
H: -2.661 -1.288 4.525
H: -3.146 -1.673 6.059
H: -2.196 -3.635 5.185
H: -1.016 -2.925 6.295
H: -0.976 -3.016 3.253
H: 0.365 -3.176 4.388
Cl: 5.023 1.747 -7.068
C: 4.064 0.464 -6.444
C: 4.452 -0.854 -6.604
C: 3.638 -1.845 -6.084
C: 2.479 -1.489 -5.422
N: 2.122 -0.209 -5.279
C: 2.894 0.762 -5.765
H: 5.371 -1.092 -7.122
H: 3.897 -2.888 -6.187
H: 1.804 -2.226 -5.010
H: 2.568 1.780 -5.601
F: 0.159 -3.643 -2.376
C: -0.863 -2.990 -1.836
F: -0.523 -2.597 -0.608
F: -1.902 -3.801 -1.744
S: -1.282 -1.480 -2.870
O: -0.822 -0.328 -2.104
O: -0.434 -1.638 -4.058
N: -2.771 -1.579 -3.168
S: -3.859 -0.726 -2.338
O: -5.149 -1.050 -2.828
O: -3.584 -0.743 -0.932
C: -3.522 1.045 -2.888
F: -4.664 1.616 -3.234
F: -2.974 1.740 -1.895
F: -2.691 1.076 -3.934

Calculated values
Total charge   +1
DFT total energy   -3811.427193 hartree
Orbital gap (alpha / beta)   7.45 / 7.45 eV
2S+1   1
M   831.46 Da

Atom charges from the natural (NBO) analysis, given in e for atoms 1 to 4:
1 Pd 1.0841
2 F -0.3318
3 C 0.3859
4 C -0.1972

***

No. 3
This record from the OMol25 dataset describes one molecule with the formula C24H22ClNO6 at a distorted geometry. The level of theory is the ωB97M-V functional and the def2-TZVPD basis.

Positions of all 54 atoms, in Å:
C: 2.129 -3.785 3.011
C: 1.427 -2.569 2.430
O: 0.455 -3.040 1.513
C: -0.334 -2.135 0.865
C: -0.206 -0.765 1.010
C: -1.049 0.136 0.361
C: -2.070 -0.364 -0.439
C: -2.194 -1.729 -0.613
C: -1.333 -2.629 0.000
O: -1.569 -3.960 -0.233
C: -0.465 -4.775 -0.566
H: 0.331 -4.675 0.176
C: 0.061 -4.454 -1.976
H: 0.848 -5.167 -2.249
H: -0.760 -4.538 -2.692
O: 0.496 -3.121 -2.115
C: 1.633 -2.697 -1.505
C: 2.583 -3.505 -0.892
C: 3.705 -2.946 -0.303
C: 3.897 -1.577 -0.306
C: 2.968 -0.755 -0.924
C: 1.855 -1.313 -1.522
Cl: 0.709 -0.303 -2.320
H: 3.095 0.315 -0.940
H: 4.765 -1.145 0.167
H: 4.432 -3.593 0.165
H: 2.456 -4.576 -0.873
H: -0.849 -5.798 -0.556
H: -2.964 -2.133 -1.251
H: -2.762 0.275 -0.967
C: -0.727 1.577 0.578
O: 0.249 1.915 1.220
N: -1.598 2.458 0.005
C: -1.566 3.853 0.000
C: -0.558 4.586 0.616
C: -0.558 5.978 0.591
C: -1.589 6.605 -0.063
C: -2.602 5.873 -0.683
C: -2.616 4.503 -0.668
H: -3.406 3.952 -1.153
O: -3.500 6.732 -1.259
C: -3.021 8.031 -0.983
O: -1.828 7.946 -0.236
H: -2.827 8.560 -1.931
H: -3.778 8.588 -0.408
H: 0.224 6.543 1.069
H: 0.234 4.062 1.121
H: -2.378 2.064 -0.499
H: 0.566 -0.341 1.632
H: 0.937 -1.994 3.226
H: 2.149 -1.924 1.914
H: 2.863 -3.468 3.747
H: 1.406 -4.441 3.488
H: 2.634 -4.336 2.222

Calculated values
Total charge   0
DFT total energy   -1894.126946 hartree
Orbital gap   8.34 eV
2S+1   1
M   455.89 Da

Atom charges from the natural (NBO) analysis, given in e for atoms 1 to 4:
1 C -0.6182
2 C -0.0668
3 O -0.5344
4 C 0.3140